148
Properties=species:S:1:pos:R:3:forces:R:3 method="wB97M-V/def2-TZVPD" de_lowest_ev=0.000 energy_ev=-167699.1005 homo_lumo_gap_ev=7.953 charge=0 lumo_energy_ev=-0.42
C 3.42495 5.47102 2.51550 -0.60 -0.35 -0.28
C 1.95042 5.07192 2.60072 0.60 -0.77 0.15
C 1.47900 3.85423 1.82920 1.21 -0.48 -2.28
O 1.09939 2.90190 2.77902 -0.26 -0.86 0.98
C 1.37675 3.33976 4.04512 -1.14 1.75 -1.71
O 1.13489 2.76929 5.04810 0.29 -0.70 0.47
O 1.74576 4.63676 3.95975 -0.05 0.25 0.53
H 4.14710 4.66480 2.65585 -0.43 -0.40 0.02
H 3.57691 6.14152 3.35946 0.26 0.55 -0.48
H 3.60705 5.86262 1.51365 0.20 0.58 0.27
H 1.29623 5.89036 2.30112 0.07 0.35 0.78
H 2.24232 3.42555 1.16269 0.54 -0.12 0.69
H 0.73607 4.01442 1.04014 -0.85 0.30 0.87
C -7.65484 -1.97294 1.02948 0.29 0.43 1.30
C -6.87312 -0.68040 1.31465 -1.39 -0.90 -0.33
C -6.44326 -0.52721 2.74747 0.50 -0.56 1.42
O -4.99579 -0.48707 2.72293 -0.08 0.16 -1.53
C -4.60543 -0.67351 1.41173 0.75 0.25 1.41
O -3.46627 -0.76057 1.04978 -0.30 0.10 0.30
O -5.64821 -0.74252 0.61503 -0.11 0.22 -1.19
H -7.65694 -2.17269 -0.03661 -0.21 -0.20 0.04
H -8.64927 -1.88173 1.47323 -0.21 0.18 -0.52
H -7.22558 -2.77328 1.63751 0.34 -0.24 -0.57
H -7.51009 0.13745 0.96898 0.60 0.31 -0.14
H -6.64790 -1.42611 3.33644 -0.43 0.15 -0.06
H -6.85849 0.33608 3.26418 0.30 0.14 -0.11
C -0.12743 -1.44606 4.07082 0.17 -0.47 -0.50
C 0.49553 -0.38530 4.95067 -0.62 0.41 0.47
C -0.24827 0.05944 6.24783 -0.24 -0.51 -0.63
O 0.41944 -0.65827 7.28332 -0.25 -0.25 0.36
C 1.58860 -1.15145 6.82146 0.14 -0.15 0.05
O 2.44209 -1.68849 7.45271 -0.45 0.19 0.19
O 1.65620 -0.96655 5.50004 1.27 0.20 -0.69
H -0.87920 -1.05853 3.38041 -0.38 -0.09 0.43
H -0.43398 -2.33377 4.62892 -0.55 0.31 0.17
H 0.62927 -1.86915 3.40228 0.31 0.40 0.10
H 0.71064 0.51521 4.37324 0.46 -0.20 0.00
H -1.29553 -0.23287 6.14446 -0.01 -0.11 0.52
H -0.18079 1.11190 6.51636 0.12 0.09 -0.47
C 3.78778 -1.48702 -2.52026 -1.04 -0.61 0.15
C 4.98717 -2.26498 -2.01654 -1.18 0.24 1.08
C 5.22131 -2.09775 -0.52099 0.49 1.23 1.22
O 4.86858 -3.29392 0.10830 -0.31 -1.16 -0.22
C 4.63335 -4.23248 -0.82087 0.41 0.80 0.47
O 4.42441 -5.37049 -0.54417 -0.35 -0.31 -0.57
O 4.69875 -3.68099 -2.05851 0.51 -0.50 -0.87
H 3.58659 -1.65568 -3.58079 0.64 0.62 -0.19
H 3.86005 -0.45633 -2.16813 0.11 0.20 -0.58
H 2.83406 -1.85961 -2.13038 0.35 -0.14 0.62
H 5.85815 -1.88730 -2.55333 0.24 -1.07 -0.32
H 4.58480 -1.35044 -0.04069 0.21 0.21 -0.46
H 6.26780 -1.94170 -0.22839 -0.10 0.35 -0.39
C -1.33498 -0.27423 -1.47850 -1.17 0.92 0.25
C -0.02579 0.00586 -0.78158 -0.89 0.50 -0.65
C -0.08421 0.44909 0.71055 -0.09 -1.28 -1.62
O 1.07961 -0.24376 1.21114 0.19 0.46 1.05
C 1.41793 -1.26822 0.39920 0.59 0.60 -0.42
O 2.31886 -2.04222 0.53269 -0.55 0.01 0.71
O 0.65931 -1.22187 -0.68061 -0.04 -1.39 -0.62
H -1.92784 0.63597 -1.63191 0.47 0.33 0.06
H -2.02578 -0.85335 -0.86388 0.37 -0.55 -0.13
H -1.20352 -0.66932 -2.48389 0.19 -0.36 0.19
H 0.59614 0.57380 -1.48335 -0.03 0.71 0.64
H -0.97981 0.00459 1.15002 0.07 -0.08 0.08
H -0.11296 1.51694 0.89673 0.69 0.01 0.04
C -1.27886 -5.41371 -1.62511 -0.17 -1.34 0.60
C -0.48247 -4.11889 -1.69188 -0.95 -1.04 -0.08
C 0.98510 -4.34219 -2.09684 -1.05 -0.94 0.83
O 1.15224 -3.48182 -3.19653 0.98 0.52 -0.06
C 0.00971 -2.87538 -3.53247 -0.33 -0.75 -0.17
O -0.09015 -2.12546 -4.45560 -0.18 0.41 0.22
O -1.00510 -3.31583 -2.75824 0.35 0.70 -0.49
H -1.38364 -6.03011 -2.52290 0.15 0.87 -0.62
H -2.27864 -5.32847 -1.19826 0.00 0.46 -0.09
H -0.80887 -6.17424 -0.99143 0.26 0.55 0.42
H -0.67320 -3.54236 -0.78536 0.50 -0.07 0.10
H 1.08432 -5.38431 -2.40953 0.22 0.13 -0.23
H 1.66453 -4.20183 -1.25692 0.24 0.57 -0.32
C -1.11161 5.64132 -1.23909 1.18 0.47 -2.09
S -1.87521 4.40184 -2.38963 -0.40 -0.16 0.56
O -0.99362 3.19278 -2.44820 0.27 0.43 0.13
C -3.24120 3.88673 -1.33712 -0.34 -0.44 -0.29
H -0.21068 5.21876 -0.79289 -0.65 -0.41 0.89
H -1.74218 6.35779 -0.72030 -0.28 -0.70 0.57
H -0.60135 6.29759 -1.96201 -0.22 0.02 -0.16
H -3.70183 2.99672 -1.77180 0.36 -0.04 -0.30
H -4.04869 4.61867 -1.35172 0.30 0.32 0.46
H -2.85179 3.58726 -0.36560 -0.15 0.39 0.19
C -2.26513 1.48465 3.08152 0.45 0.42 0.38
S -2.83235 3.14341 3.56343 -0.54 -0.09 -0.24
O -4.33425 3.08967 3.61926 0.72 -0.08 0.04
C -2.21807 3.24062 5.24991 0.06 0.38 0.35
H -2.27984 1.50490 1.99643 -0.24 -0.27 0.00
H -2.87331 0.68212 3.49423 -0.33 0.23 -0.05
H -1.23421 1.32489 3.40902 0.04 0.29 -0.05
H -2.86045 3.95679 5.76430 -0.39 -0.33 -0.04
H -1.24522 3.73278 5.30595 0.21 -0.44 -0.38
H -2.20231 2.27156 5.74323 -0.11 0.06 0.08
C -0.61096 3.00862 -7.69355 -1.12 -0.47 -0.03
S -1.45550 2.88940 -6.08452 -1.20 -0.31 0.49
O -2.90009 2.57192 -6.36218 0.39 0.57 -0.19
C -0.84502 1.34447 -5.43115 1.25 -0.38 -0.82
H -0.99572 2.21379 -8.33667 0.45 -0.39 0.22
H 0.46904 3.05092 -7.59486 0.01 0.02 -0.08
H -1.05261 3.89281 -8.15478 0.38 0.34 0.29
H -1.18819 1.08089 -4.43492 -0.13 0.68 0.13
H 0.24300 1.47235 -5.45584 0.03 -0.35 0.32
H -1.10005 0.50368 -6.07972 -0.09 0.20 -0.23
C 2.36674 2.45045 -3.34018 -0.56 -0.06 0.04
S 2.34574 3.14907 -1.63844 1.69 -0.04 -0.97
O 3.11363 2.20454 -0.76506 -0.77 -0.71 0.35
C 3.72288 4.32917 -1.96035 -1.27 -0.42 -0.47
H 1.85171 3.07668 -4.07319 0.31 0.59 0.31
H 1.77419 1.53812 -3.43249 0.31 -0.24 0.63
H 3.41446 2.29474 -3.58673 -0.05 -0.16 -0.12
H 4.64390 3.76249 -2.07023 -0.13 -0.28 0.22
H 3.72611 4.92376 -1.05160 0.26 0.53 -0.36
H 3.50031 4.79725 -2.91966 0.10 0.77 0.38
C -4.76100 -0.44922 -6.23045 0.82 -0.01 0.53
S -4.40573 -2.22900 -5.92606 1.17 1.18 0.28
O -3.34291 -2.57649 -6.93414 -0.64 0.09 0.75
C -3.59670 -1.97645 -4.27692 -0.50 -0.97 -0.42
H -5.70579 -0.14314 -5.78125 -0.55 -0.36 -0.95
H -4.52891 -0.42802 -7.29443 -1.05 0.45 -0.18
H -4.09718 0.30013 -5.78400 0.65 -0.64 0.10
H -3.66680 -2.96130 -3.81254 0.21 0.12 0.21
H -4.16735 -1.26327 -3.68544 -0.03 0.09 -0.08
H -2.54606 -1.70948 -4.37514 -0.08 0.14 -0.29
C 5.49701 1.01511 1.31896 -0.90 0.49 0.03
S 4.43774 -0.20301 2.21453 1.73 -0.25 0.98
O 5.37393 -0.85454 3.21240 -0.59 0.26 -0.97
C 3.41201 0.85833 3.24416 -0.91 0.19 -0.59
H 6.19339 0.49081 0.66882 0.09 -0.28 0.35
H 6.00220 1.67602 2.02247 0.16 -0.29 0.17
H 4.88626 1.63676 0.65840 -0.26 -0.11 0.08
H 3.65735 1.91829 3.19701 0.42 -0.07 0.32
H 3.38920 0.40331 4.23223 0.52 0.22 0.09
H 2.39071 0.76606 2.87473 0.08 0.01 -0.21
C 2.33956 -7.40730 1.57785 -0.98 0.43 1.46
S 0.94179 -6.32214 1.08550 0.92 0.83 -0.60
O -0.38320 -6.91510 1.40763 0.28 -0.30 0.43
C 1.30218 -4.98513 2.29110 -0.16 -0.01 -0.73
H 2.24393 -8.39729 1.14552 0.04 0.11 -0.24
H 2.19716 -7.45444 2.66235 0.11 -0.50 0.01
H 3.30276 -6.92079 1.44195 -0.12 0.06 -0.64
H 0.84344 -5.18345 3.25786 0.22 -0.28 0.04
H 0.86976 -4.07366 1.87714 -0.16 -0.07 -0.02
H 2.37801 -4.81331 2.30850 0.01 -0.15 0.25